# 1
ORCA calculation (ωB97M-V with the def2-TZVPD basis set) on a gas-phase ion, C4H14N2P (charge +1).

Cartesian coordinates (Å):
C  -0.522  1.976  1.878
P  -0.718  0.214  2.050
N  -0.459  -0.616  0.302
C  -0.075  -2.157  0.397
C  0.687  0.091  -0.207
C  1.089  -0.127  -1.685
N  -0.161  -0.004  -2.503
H  -0.922  2.407  2.844
H  -1.067  2.553  1.123
H  0.496  2.332  2.082
H  -2.016  0.389  1.946
H  -1.257  -0.733  -0.314
H  0.862  -2.279  0.806
H  -0.796  -2.593  1.004
H  -0.124  -2.536  -0.593
H  0.319  1.093  -0.057
H  1.452  -0.102  0.475
H  1.829  0.607  -1.963
H  1.655  -1.203  -1.784
H  -0.286  0.988  -2.299
H  0.017  -0.299  -3.501

Its structure (SMILES) is CP[N@H+](C)CCN. The calculation puts the highest occupied orbital energy at -13.7545 eV. Its net charge is +1. The value obtained for the relative energy (zero: lowest compared OMol25 entry of this formula, charge and spin) is 243.9 kJ/mol. For the electronic energy, the calculation gives -16635.63997 eV. For the LUMO energy, the calculation gives -3.163 eV. The calculation puts the gap between HOMO and LUMO at 10.59 eV.

***

# 2
ORCA calculation (ωB97M-V with the def2-TZVPD basis set) on 2 unconnected molecules or ions with the total composition C4H11BIO4P2S.

Cartesian coordinates (Å):
O  5.259  1.590  -0.542
P  4.258  1.235  -1.755
B  2.540  1.915  -1.255
S  1.895  3.290  -2.422
I  2.716  2.878  0.749
P  1.136  0.575  -1.242
O  1.760  -0.845  -1.567
H  4.307  -0.222  -1.881
H  4.819  1.800  -2.955
H  0.593  3.547  -1.884
H  0.110  0.914  -2.238
H  0.488  0.601  0.072
O  -1.573  0.596  0.024
C  -2.094  -0.355  0.583
O  -3.128  -1.081  0.066
C  -3.554  -2.042  1.031
C  -2.377  -2.229  1.952
C  -1.731  -0.867  1.944
H  -4.432  -1.647  1.552
H  -3.830  -2.973  0.527
H  -2.663  -2.573  2.950
H  -1.686  -2.966  1.526
H  -2.164  -0.207  2.701
H  -0.648  -0.936  2.064

The calculation puts the highest occupied orbital energy at -4.6479 eV. Its net charge is -1. For the electronic energy, the calculation gives -50709.20658 eV. For the LUMO energy, the calculation gives 2.466 eV. The calculation puts the gap between HOMO and LUMO at 7.11 eV.

***

# 3
ORCA calculation (ωB97M-V with the def2-TZVPD basis set) on 3 unconnected molecules or ions with the total composition C3H12N2O2.

Cartesian coordinates (Å):
C  0.140  0.122  -0.790
C  -0.137  1.499  0.177
N  -0.204  1.091  1.591
C  0.856  1.179  2.319
N  2.117  1.038  1.670
H  -0.783  0.131  -1.459
H  0.218  -0.689  -0.061
H  1.016  0.123  -1.429
H  -1.052  2.070  -0.121
H  0.522  2.317  -0.084
H  0.685  1.112  3.505
H  1.842  1.786  1.070
H  2.136  0.076  1.196
O  -2.922  -0.042  0.571
H  -1.983  0.257  0.760
H  -3.010  -0.902  0.862
O  0.074  -3.302  -3.355
H  0.901  -3.669  -2.967
H  -0.416  -4.197  -3.454

Its structure (SMILES) is CC/N=C\N.O.O. The calculation puts the highest occupied orbital energy at -9.3023 eV. The value obtained for the relative energy (zero: lowest compared OMol25 entry of this formula, charge and spin) is 358.7 kJ/mol. For the electronic energy, the calculation gives -10377.83196 eV. For the LUMO energy, the calculation gives 0.513 eV. The calculation puts the gap between HOMO and LUMO at 9.82 eV.

***

# 4
ORCA calculation (ωB97M-V with the def2-TZVPD basis set) on a molecular structure, C4H7N2.

Cartesian coordinates (Å):
C  0.786  1.331  0.532
C  -0.807  -0.797  -0.463
C  -0.335  -1.036  1.008
C  0.341  -0.020  -0.826
N  0.926  -0.028  0.603
N  0.270  1.390  -0.725
H  1.044  2.108  1.275
H  -0.921  -1.744  -0.969
H  -1.734  -0.284  -0.669
H  -0.839  -0.588  1.911
H  0.144  -2.083  1.115
H  1.107  -0.340  -1.480
H  0.017  2.092  -1.311

The calculation puts the highest occupied orbital energy at -15.4447 eV. Its net charge is +1. The value obtained for the relative energy (zero: lowest compared OMol25 entry of this formula, charge and spin) is 386.8 kJ/mol. For the electronic energy, the calculation gives -7231.72882 eV. For the LUMO energy, the calculation gives -4.869 eV. The calculation puts the gap between HOMO and LUMO at 10.58 eV.

***

# 5
ORCA calculation (ωB97M-V with the def2-TZVPD basis set) on a single C5H12N2 molecule.

Cartesian coordinates (Å):
C  0.322  1.963  -2.331
N  1.053  1.951  -1.037
C  1.276  0.669  -0.508
C  0.332  0.030  0.186
C  0.244  -1.411  0.588
C  -1.133  -1.705  1.250
N  -1.491  -0.768  2.325
H  0.664  2.840  -2.879
H  -0.751  1.953  -2.181
H  0.659  1.109  -2.928
H  1.922  2.451  -1.197
H  2.223  0.173  -0.736
H  -0.530  0.648  0.417
H  0.255  -2.148  -0.213
H  1.025  -1.572  1.339
H  -1.074  -2.746  1.595
H  -1.906  -1.587  0.496
H  -0.794  -0.669  3.050
H  -2.296  -1.179  2.761

Its structure (SMILES) is CN/C=C/CCN. The calculation puts the highest occupied orbital energy at -8.2605 eV. The value obtained for the relative energy (zero: lowest compared OMol25 entry of this formula, charge and spin) is 162.2 kJ/mol. For the electronic energy, the calculation gives -8358.45478 eV. For the LUMO energy, the calculation gives 1.161 eV. The calculation puts the gap between HOMO and LUMO at 9.42 eV.

***

# 6
ORCA calculation (ωB97M-V with the def2-TZVPD basis set) on a gas-phase ion, C8H9N2O (charge +1).

Cartesian coordinates (Å):
C  2.378  0.874  0.032
C  2.825  -0.481  -0.109
C  1.061  1.273  -0.026
C  1.795  -1.424  -0.071
C  0.099  0.232  -0.130
C  0.431  -1.152  -0.062
C  -1.680  -2.141  0.261
C  -1.255  0.569  -0.424
N  -0.491  -2.062  0.309
N  -1.945  1.686  0.318
O  -2.214  -0.420  -0.656
H  3.109  1.550  -0.092
H  3.860  -0.896  0.108
H  0.849  2.370  0.134
H  1.956  -2.551  -0.328
H  -2.348  -2.750  0.854
H  -2.484  2.408  -0.314
H  -1.259  2.151  0.764
H  -2.525  1.286  1.092
H  -2.162  -0.519  -1.658

The calculation puts the highest occupied orbital energy (spin up / spin down) at -10.9737 / -10.9717 eV. Its net charge is +1. The value obtained for the relative energy (zero: lowest compared OMol25 entry of this formula, charge and spin) is 514.2 kJ/mol. For the electronic energy, the calculation gives -13457.49101 eV. For the LUMO energy (spin up / spin down), the calculation gives -3.946 / -3.948 eV. The calculation puts the gap between HOMO and LUMO (spin up / spin down) at 7.03 / 7.02 eV.

***

# 7
ORCA calculation (ωB97M-V with the def2-TZVPD basis set) on 2 unconnected molecules or ions with the total composition C6H14NO.

Cartesian coordinates (Å):
C  -0.079  1.570  -0.770
C  -1.268  0.667  -0.862
C  -1.643  -0.216  0.393
C  -2.900  -0.439  0.609
C  -0.030  -1.685  1.549
C  -0.429  -0.459  1.292
N  1.317  0.872  -1.035
H  0.009  2.012  0.237
H  -0.294  2.399  -1.599
H  -1.149  0.034  -1.768
H  -2.154  1.350  -1.037
H  -3.826  -0.217  0.128
H  -2.954  -1.131  1.548
H  -0.499  -2.559  0.977
H  0.512  -2.163  2.525
H  -0.215  0.450  1.970
H  1.909  1.125  -0.273
H  1.555  1.082  -1.994
H  1.156  -0.096  -0.787
H  4.045  -0.151  -0.541
H  3.638  -1.704  -0.234
O  3.299  -0.741  -0.328

The calculation puts the highest occupied orbital energy at -13.3316 eV. Its net charge is +1. The value obtained for the relative energy (zero: lowest compared OMol25 entry of this formula, charge and spin) is 288.7 kJ/mol. For the electronic energy, the calculation gives -9977.25267 eV. For the LUMO energy, the calculation gives -3.204 eV. The calculation puts the gap between HOMO and LUMO at 10.13 eV.

***

# 8
ORCA calculation (ωB97M-V with the def2-TZVPD basis set) on a molecular structure, C4H6Cl2.

Cartesian coordinates (Å):
C  0.220  0.299  -1.271
C  0.063  0.309  0.064
C  -0.171  -1.189  0.529
C  -0.212  1.270  0.978
H  -0.293  -0.895  -1.824
H  -0.416  1.299  -1.896
H  1.450  0.240  -1.690
H  -0.894  -1.521  1.357
H  -0.844  -1.540  -0.327
H  -0.199  1.036  2.230
Cl  1.210  -2.202  1.252
Cl  0.086  2.894  0.596

The calculation puts the highest occupied orbital energy at -9.3273 eV. The value obtained for the relative energy (zero: lowest compared OMol25 entry of this formula, charge and spin) is 432.6 kJ/mol. For the electronic energy, the calculation gives -29285.36633 eV. For the LUMO energy, the calculation gives 0.319 eV. The calculation puts the gap between HOMO and LUMO at 9.65 eV.